{
  "formula": "C9H23GeMoO5PS3",
  "method": "ωB97M-V/def2-TZVPD",
  "e_above_lowest_kj_mol": 2.6,
  "total_charge": 1,
  "homo_ev": [-12.414, -12.445],
  "multiplicity": 2,
  "elements": ["Mo", "C", "C", "O", "P", "S", "S", "O", "C", "C", "H", "H", "H", "H", "H", "H", "H", "H", "H", "H", "C", "S", "O", "O", "O", "H", "H", "H", "C", "Ge", "C", "C", "C", "H", "H", "H", "H", "H", "H", "H", "H", "H", "H"],
  "positions_angstrom": [[0.6036, -0.2766, -0.9734], [-4.7241, 1.1465, 2.3031], [-3.9425, 0.1204, 1.5246], [-2.9535, 0.7876, 0.6694], [-1.4356, 0.8071, 1.0190], [-0.4388, 1.8599, -0.3717], [-0.5776, -1.0220, 1.0477], [-1.3927, 1.4674, 2.4431], [-0.1469, 1.6628, 3.1785], [-0.4237, 1.4336, 4.6408], [-5.5115, 0.6449, 2.8667], [-5.1916, 1.8615, 1.6278], [-4.0853, 1.6821, 3.0029], [-4.5669, -0.4376, 0.8315], [-3.4247, -0.5892, 2.1727], [0.1767, 2.6813, 2.9700], [0.5979, 0.9630, 2.7939], [-1.1929, 2.1157, 4.9999], [0.4850, 1.6110, 5.2161], [-0.7484, 0.4089, 4.8173], [-1.4858, 1.1020, -4.0329], [-0.7777, -0.3848, -3.4254], [-0.9141, -1.4172, -4.3902], [0.6771, -0.0622, -3.0699], [-1.3409, -0.6466, -2.0708], [-1.0263, 1.3272, -4.9922], [-1.3241, 1.8989, -3.3115], [-2.5494, 0.9087, -4.1604], [4.0939, -0.7103, -2.6986], [3.1123, -1.2815, -1.1329], [4.1123, -1.9644, 0.3828], [1.6403, -2.5320, -1.6029], [2.1086, 0.3908, -0.3266], [4.6763, -1.5495, -3.0804], [4.7771, 0.1011, -2.4535], [3.3998, -0.3773, -3.4681], [4.5170, -2.9410, 0.1146], [3.4672, -2.0791, 1.2521], [4.9414, -1.3060, 0.6340], [1.6743, -2.7480, -2.6694], [0.5561, -2.3241, -1.4179], [1.7738, -3.4315, -1.0024], [2.7845, 1.0988, 0.1426]],
  "atomic_forces_ev_per_a": [[-0.377, 0.165, -0.165], [-0.011, -0.012, -0.013], [0.019, -0.042, -0.012], [0.051, 0.060, 0.007], [-0.089, -0.003, -0.009], [-0.002, 0.037, -0.041], [0.034, -0.112, 0.108], [-0.027, -0.033, 0.009], [-0.005, -0.002, -0.043], [-0.003, 0.012, 0.010], [0.009, -0.009, 0.002], [0.002, 0.005, 0.000], [0.013, 0.009, -0.003], [0.001, 0.004, 0.005], [-0.019, 0.008, 0.011], [0.009, -0.001, 0.010], [0.000, -0.001, 0.016], [-0.007, -0.001, -0.005], [0.009, 0.002, -0.008], [-0.002, -0.004, 0.000], [-0.018, -0.035, 0.035], [0.126, 0.089, 0.153], [0.016, -0.003, 0.005], [0.053, 0.056, 0.017], [-0.191, -0.135, -0.122], [0.029, -0.014, 0.003], [0.014, -0.021, 0.023], [0.000, -0.002, -0.011], [-0.018, -0.043, 0.017], [-0.023, 0.035, 0.020], [-0.033, -0.013, -0.035], [-0.319, -0.020, 0.035], [0.569, 0.271, 0.025], [0.001, 0.006, -0.004], [-0.005, -0.003, 0.033], [-0.024, -0.003, 0.022], [0.015, 0.008, 0.002], [-0.029, 0.012, -0.019], [-0.011, 0.030, -0.020], [0.068, -0.053, 0.017], [0.064, -0.172, -0.036], [0.082, -0.029, -0.065], [0.027, -0.041, 0.026]]
}

{
  "formula": "C9H23N5PdS2",
  "method": "ωB97M-V/def2-TZVPD",
  "e_above_lowest_kj_mol": 0.0,
  "total_charge": 2,
  "homo_ev": [-14.543, -15.363],
  "multiplicity": 3,
  "elements": ["Pd", "N", "C", "C", "N", "C", "C", "N", "C", "C", "N", "H", "H", "H", "H", "H", "H", "H", "H", "H", "H", "H", "H", "H", "H", "H", "H", "H", "H", "S", "C", "N", "C", "C", "S", "H", "H", "H", "H", "H"],
  "positions_angstrom": [[-0.2416, -0.4802, -0.1227], [-1.2972, 1.3079, 0.7085], [-0.3979, 1.9056, 1.7196], [1.0012, 1.9703, 1.1559], [1.4681, 0.6184, 0.7536], [1.9562, -0.1407, 1.9412], [1.4541, -1.5667, 1.9840], [-0.0258, -1.5749, 1.8575], [2.4439, 0.6379, -0.3671], [1.8335, 1.1786, -1.6464], [0.6145, 0.4206, -2.0333], [-2.2007, 1.0853, 1.1151], [-1.4828, 1.9721, -0.0373], [-0.7214, 2.9029, 2.0156], [-0.4317, 1.2803, 2.6104], [1.0052, 2.6273, 0.2893], [1.6904, 2.4013, 1.8854], [3.0478, -0.1236, 1.9710], [1.6104, 0.3842, 2.8321], [1.8654, -2.1496, 1.1623], [1.7964, -2.0342, 2.9076], [-0.3702, -2.5284, 1.7973], [-0.4550, -1.1650, 2.6818], [3.3225, 1.2344, -0.1039], [2.7790, -0.3894, -0.5183], [1.5550, 2.2223, -1.5326], [2.5945, 1.1515, -2.4255], [0.0333, 0.9749, -2.6528], [0.8722, -0.4162, -2.5473], [0.5279, -2.7076, -1.0660], [-0.5098, -3.2345, -2.3039], [-0.4441, -4.4257, -2.8439], [-1.3071, -4.7029, -4.0037], [-2.4333, -3.6662, -3.9484], [-1.7693, -2.2692, -2.9761], [0.2725, -5.0776, -2.5528], [-1.7030, -5.7120, -3.9333], [-0.7197, -4.6202, -4.9163], [-3.3193, -4.0410, -3.4435], [-2.7050, -3.3080, -4.9367]],
  "atomic_forces_ev_per_a": [[-0.067, -0.066, -0.056], [-0.025, -0.077, -0.072], [-0.108, 0.011, 0.022], [0.135, -0.058, -0.065], [0.058, -0.091, -0.081], [0.047, 0.177, -0.018], [-0.159, -0.044, -0.012], [0.107, -0.023, 0.076], [-0.030, 0.010, 0.194], [-0.107, -0.043, -0.116], [0.072, 0.144, 0.045], [-0.003, 0.016, 0.031], [-0.013, 0.053, 0.021], [-0.030, 0.044, 0.009], [-0.019, -0.024, 0.031], [0.007, -0.014, -0.021], [0.031, 0.014, 0.003], [0.007, 0.014, -0.016], [0.012, -0.003, 0.024], [0.015, -0.049, -0.048], [-0.033, -0.020, 0.052], [0.017, -0.016, -0.024], [0.000, -0.019, 0.031], [-0.001, 0.030, 0.050], [0.014, -0.035, 0.006], [-0.008, 0.062, -0.032], [-0.001, -0.048, -0.072], [0.012, 0.022, -0.014], [0.020, 0.003, -0.041], [0.074, -0.106, -0.044], [-0.065, 0.144, 0.229], [-0.001, -0.189, -0.166], [-0.011, 0.089, 0.154], [0.065, 0.015, -0.015], [-0.046, 0.108, -0.053], [-0.011, -0.011, -0.002], [0.008, -0.051, 0.011], [0.053, 0.049, -0.038], [-0.002, -0.007, 0.032], [-0.016, -0.013, -0.014]]
}

{
  "formula": "C9H24BN3O3P",
  "method": "ωB97M-V/def2-TZVPD",
  "total_charge": 1,
  "homo_ev": -12.118,
  "elements": ["C", "C", "O", "C", "N", "C", "C", "O", "P", "B", "O", "N", "C", "C", "H", "H", "H", "H", "H", "H", "H", "H", "H", "H", "H", "H", "H", "H", "H", "H", "H", "H", "H", "H", "H", "C", "C", "N", "H", "H", "H"],
  "positions_angstrom": [[-0.9175, -0.2708, 1.6951], [-1.8983, 0.7416, 0.8582], [-2.1230, 2.0503, 1.5574], [-1.3599, 1.1192, -0.6570], [-2.4107, 0.5798, -1.6372], [-1.7362, -0.4317, -2.5864], [-1.3964, -1.8005, -1.7497], [-0.0525, -1.8499, -1.1521], [1.2104, -1.8377, -2.3506], [2.6551, -0.6132, -1.9554], [3.8786, -0.6612, -2.8313], [2.6561, 0.4084, -0.8276], [4.0718, 0.5520, -0.2308], [2.4384, 1.7667, -1.5269], [0.2280, -0.1335, 1.4741], [-1.1479, -0.0971, 2.8532], [-1.2777, -1.3794, 1.4508], [-2.9660, 0.2202, 0.7492], [-2.7513, 2.5355, 0.9204], [-1.3455, 2.2955, -0.8435], [-0.2744, 0.7444, -0.8847], [-2.8098, 1.3704, -2.2156], [-2.5529, -0.6284, -3.4340], [-0.8245, 0.0594, -3.1315], [-1.6746, -2.7297, -2.4151], [-2.1628, -1.8261, -0.8346], [1.7890, -3.1777, -2.4578], [0.6404, -1.4918, -3.6532], [3.4916, -0.6042, -3.7754], [4.6213, -0.4970, -0.2277], [4.7289, 1.2707, -0.9212], [4.0738, 1.0354, 0.8348], [1.3556, 1.8488, -1.9901], [2.6622, 2.6521, -0.7581], [3.2403, 1.9213, -2.3972], [-2.1383, -0.1822, 6.2270], [-1.7703, -1.1605, 5.1234], [-1.4649, -1.9719, 4.2079], [-1.6439, 0.7778, 6.0546], [-3.2207, -0.0275, 6.2424], [-1.8212, -0.5771, 7.1962]],
  "atomic_forces_ev_per_a": [[-1.058, 0.392, 0.479], [0.003, 0.160, -0.301], [-0.788, -1.046, -2.043], [-0.828, 0.836, 0.023], [2.209, -0.225, -1.526], [-1.622, 0.557, -0.132], [-2.995, 0.332, -0.389], [2.207, 0.017, -3.503], [-2.931, -0.843, 1.518], [4.349, 3.036, 0.588], [-4.848, -0.087, -0.168], [1.224, -0.155, -1.740], [1.590, -0.180, -0.423], [-0.045, 1.150, -0.683], [-2.323, -0.184, 0.356], [0.703, -0.416, -2.824], [1.011, 2.394, 0.555], [2.395, 1.067, 0.068], [1.369, -0.974, 1.637], [0.126, -2.405, 0.916], [-2.061, 0.440, 0.530], [0.808, -1.318, 0.822], [1.918, -0.024, 1.828], [-1.195, -1.007, 0.982], [1.073, 1.606, 1.295], [1.948, 0.119, -1.936], [-0.650, 1.086, 0.059], [0.470, -0.542, 1.091], [1.372, -0.482, 1.698], [-1.174, 2.217, 0.282], [-1.347, -1.642, 1.420], [-0.398, -1.141, -2.017], [2.135, -0.036, 1.095], [-0.881, -2.125, -1.558], [-1.688, -0.376, 1.714], [0.300, -0.794, -0.895], [1.977, -5.443, -5.910], [-2.487, 6.379, 7.506], [-0.039, -0.203, -0.077], [0.184, -0.107, -0.100], [-0.013, -0.034, -0.234]]
}